No. 1
C19H36ErF9NO5SSi2 | ωB97M-V with the def2-TZVPD basis set

Atoms and positions in Å:
C: -4.48248 -0.60462 1.62357
C: -4.30859 -1.84951 1.08005
C: -3.27573 -2.28001 0.10098
Si: -1.72058 -1.18047 -0.08672
C: -1.94738 0.23659 -1.35044
C: -3.42304 0.74860 -1.50044
C: -3.63235 2.15958 -0.89477
F: -2.92116 2.17484 0.24055
F: -4.91479 2.28232 -0.62302
C: -3.16368 3.22004 -1.94156
F: -3.48963 2.90789 -3.13528
F: -1.75767 3.22518 -1.96522
S: -3.68902 5.01964 -1.64890
F: -3.84440 4.79280 -0.11532
F: -2.09378 5.43539 -1.36194
F: -3.40552 5.32363 -3.17159
F: -5.15873 4.68275 -1.96043
F: -4.05199 6.50377 -1.44582
C: -1.16216 -0.55315 1.61383
C: -1.50254 -1.56702 2.71787
O: -1.23513 -2.70445 2.54034
N: -2.14995 -1.04146 3.84593
C: -1.21371 -0.40927 4.80874
C: -3.07199 -2.00508 4.47322
O: -0.49559 -2.21236 -0.60548
Si: 0.95333 -1.45187 -1.06612
C: 2.36652 -2.64062 -0.63413
O: 3.38068 -1.93462 0.08682
C: 4.39982 -2.84722 0.47145
C: 5.74841 -2.07526 0.66411
O: 5.52301 -0.71562 0.35379
C: 6.53916 0.15292 0.86574
C: 7.35258 0.68248 -0.33921
C: 1.14699 -1.03688 -2.90361
C: 1.68401 0.41823 -3.13754
C: 2.50766 0.98296 -1.97725
O: 0.67286 1.35840 -3.53894
H: -3.75711 -0.07208 2.24526
H: -5.45911 -0.13259 1.48195
H: -5.03471 -2.61408 1.38432
H: -2.94991 -3.27402 0.44050
H: -3.73551 -2.41865 -0.88891
H: -1.60944 -0.07216 -2.33749
H: -1.25383 1.02275 -1.05808
H: -4.12781 0.10035 -0.97528
H: -3.72469 0.72184 -2.54387
H: -0.08546 -0.38035 1.65957
H: -1.62712 0.40559 1.87608
H: -1.45564 0.65800 4.85450
H: -0.18018 -0.47590 4.47428
H: -1.35914 -0.77527 5.82026
H: -2.65687 -2.48187 5.36060
H: -3.46596 -2.72419 3.75841
H: -3.93246 -1.43095 4.83635
H: 1.13417 -0.26787 -0.20651
H: 2.82109 -2.99734 -1.56921
H: 1.99264 -3.47949 -0.03424
H: 4.10563 -3.36704 1.38487
H: 4.56597 -3.54744 -0.35075
H: 6.13221 -2.19395 1.68024
H: 6.49532 -2.49041 -0.02552
H: 7.21037 -0.36007 1.55231
H: 6.01592 0.97085 1.36672
H: 6.67304 0.83334 -1.17958
H: 7.80603 1.62609 -0.04094
H: 8.08791 -0.05298 -0.65691
H: 1.87750 -1.71049 -3.35491
H: 0.23508 -1.17622 -3.49051
H: 2.37171 0.36024 -3.98621
H: 3.29977 0.30140 -1.66385
H: 1.89213 1.33047 -1.12471
H: 3.04242 1.87690 -2.37200
H: 0.34927 1.00812 -4.37616
Er: 0.14336 4.08098 -2.02383

Values from the calculation:
Net charge: +3
Electronic energy: -110650.1594 eV
Multiplicity: 4
Kohn-Sham gap (alpha / beta): 3.7 / 3.2 eV
HOMO energy (alpha / beta): -14.57 / -14.57 eV
Expectation value of S²: 3.76

No. 2
C19H36F3N4O16 | ωB97M-V with the def2-TZVPD basis set

Atoms and positions in Å:
N: -0.95867 -3.58009 -2.26874
C: 0.04504 -2.77594 -2.64521
N: 0.51673 -2.48738 -3.86207
C: 1.50799 -1.58450 -3.62950
N: 1.60714 -1.38081 -2.33088
C: 2.51356 -0.46206 -1.62091
O: 2.01517 0.86931 -1.76063
C: 0.83224 1.07119 -1.13678
F: 0.71915 2.34823 -0.81688
F: 0.67000 0.36829 0.00545
F: -0.23005 0.80303 -1.92420
N: 0.70036 -2.11072 -1.65101
H: -1.46374 -3.32695 -1.43143
H: -1.18246 -4.44188 -2.74615
H: 2.10917 -1.09897 -4.40863
H: 2.70747 -0.77076 -0.58233
H: 3.48741 -0.48093 -2.14115
H: 0.57835 -2.11884 -0.64470
C: 0.92698 -0.72568 6.59920
O: 0.12975 -1.05215 5.45584
C: 0.06631 -0.09399 4.53682
O: 0.60461 0.98127 4.58951
O: -0.70484 -0.53146 3.53043
C: -0.86008 0.40963 2.46874
H: 0.89754 -1.58248 7.26794
H: 1.96095 -0.54396 6.30774
H: 0.51664 0.13912 7.11925
H: 0.09956 0.64092 2.02153
H: -1.34360 1.31820 2.82626
H: -1.49830 -0.04861 1.71448
C: 1.37053 1.40566 -9.07525
O: 0.66121 0.16425 -9.03438
C: 1.16870 -0.73293 -8.19589
O: 2.14143 -0.58219 -7.49387
O: 0.41504 -1.83316 -8.25559
C: 0.86206 -2.88046 -7.40031
H: 0.86133 2.04646 -9.79043
H: 1.35505 1.88986 -8.09929
H: 2.39530 1.25200 -9.41105
H: 0.83663 -2.55913 -6.36061
H: 1.86497 -3.20531 -7.67750
H: 0.18209 -3.72068 -7.52035
C: -0.93202 -6.51423 8.60592
O: -1.27146 -6.49219 7.21756
C: -0.82332 -5.42361 6.56033
O: -0.18316 -4.51828 7.02970
O: -1.20867 -5.53036 5.28315
C: -0.79269 -4.44395 4.46086
H: -1.34934 -7.42542 9.02735
H: 0.14935 -6.53141 8.73729
H: -1.36718 -5.65904 9.12178
H: 0.29535 -4.37925 4.42997
H: -1.22119 -3.50641 4.81399
H: -1.15788 -4.63582 3.45337
C: -1.99917 1.16036 -3.97742
O: -2.57389 2.20352 -4.75443
C: -3.90298 2.31171 -4.62003
O: -4.59636 1.61887 -3.92198
O: -4.31548 3.31483 -5.39060
C: -5.72582 3.54908 -5.34795
H: -0.92804 1.16548 -4.16364
H: -2.17100 1.33377 -2.91792
H: -2.40112 0.19111 -4.27844
H: -6.04091 3.81591 -4.33992
H: -6.27151 2.67506 -5.70141
H: -5.93600 4.38387 -6.01182
C: 1.21526 3.69785 5.42620
O: 1.01053 5.01229 4.90017
C: 2.13539 5.69544 4.67865
O: 3.25444 5.30040 4.88009
O: 1.80274 6.89522 4.19316
C: 2.91675 7.74152 3.90788
H: 0.23894 3.24345 5.56295
H: 1.78537 3.08961 4.72927
H: 1.71623 3.74556 6.39352
H: 3.55642 7.29316 3.14806
H: 3.48562 7.94754 4.81390
H: 2.52210 8.67900 3.52300

Values from the calculation:
Net charge: +1
Electronic energy: -67152.8195 eV
Kohn-Sham gap: 8.2 eV
HOMO energy: -12.10 eV

No. 3
C19H36F3NO6PbSSi2 | ωB97M-V with the def2-TZVPD basis set

Atoms and positions in Å:
Pb: -1.55141 0.53167 0.15304
C: -2.71336 2.45408 2.83993
O: -2.69207 2.15067 1.40669
C: -3.70545 2.70818 0.54907
C: -2.99194 3.63482 -0.46625
O: -1.88399 2.88309 -0.97795
C: -0.75579 3.65568 -1.37843
C: 0.48437 2.90694 -0.98283
O: 0.39302 2.37748 0.33036
C: 0.57947 3.33162 1.43225
H: -3.57693 1.99585 3.33630
H: -2.72322 3.54183 2.96809
H: -1.79521 2.01288 3.25889
H: -4.41798 3.28742 1.13277
H: -4.24998 1.86983 0.09445
H: -2.67575 4.53232 0.06244
H: -3.68282 3.95649 -1.24649
H: -0.84185 4.66304 -0.97094
H: -0.72959 3.77372 -2.48066
H: 1.34660 3.55258 -1.08776
H: 0.63915 2.04795 -1.64303
H: 1.61515 3.62838 1.47246
H: 0.36480 2.82816 2.36440
H: -0.09127 4.19427 1.32991
C: 3.58028 1.21601 -0.81255
Si: 2.86483 -0.16587 0.23876
C: 3.95158 -1.79975 0.15521
C: 2.67818 0.30225 2.02312
C: 1.69042 -1.29958 -0.63629
C: 0.87192 -2.21885 0.17767
C: 0.80980 -3.58369 -0.17711
C: 0.25774 -4.46243 0.78378
C: -0.23726 -3.93196 1.97208
C: -0.26436 -2.54798 2.19306
N: 0.31642 -1.71711 1.31513
Si: 1.74160 -1.54428 -2.63224
C: 1.83212 0.07329 -3.49814
C: 3.15950 -2.61200 -3.15445
C: 0.04747 -2.22701 -3.01942
H: 4.13508 1.88225 -0.15510
H: 2.85921 1.79753 -1.39223
H: 4.35956 0.81430 -1.48146
H: 4.94761 -1.34967 0.12749
H: 3.85835 -2.48071 -0.66387
H: 3.85201 -2.32532 1.10368
H: 3.40653 1.08441 2.25580
H: 2.86669 -0.51410 2.71285
H: 1.67965 0.64838 2.27571
H: 1.24905 -3.98482 -1.08973
H: 0.21492 -5.51320 0.57862
H: -0.64448 -4.61321 2.73744
H: -0.72070 -2.13500 3.07204
H: 2.79850 0.58720 -3.44035
H: 1.01573 0.77834 -3.34181
H: 1.69847 -0.22459 -4.57683
H: 4.09306 -2.09156 -3.12209
H: 3.03626 -2.93904 -4.18961
H: 3.26792 -3.54658 -2.55301
H: -0.75627 -1.71463 -2.48287
H: -0.05650 -3.30066 -2.80338
H: -0.08867 -2.12232 -4.11168
F: -4.29692 -3.60393 1.01988
C: -4.60359 -2.69544 1.95626
F: -3.91453 -2.99864 3.05967
F: -5.90598 -2.70820 2.17425
S: -4.14189 -0.92984 1.53668
O: -4.64525 -0.58401 0.22704
O: -4.57519 -0.20190 2.68841
O: -2.63281 -1.01501 1.45286

Values from the calculation:
Net charge: +2
Electronic energy: -74037.0803 eV
Energy relative to the best compared isomer or geometry (same formula, charge and spin): 65.6 kJ/mol
Kohn-Sham gap: 7.6 eV
HOMO energy: -15.62 eV

Number 1 is which compound? C19H36ErF9NO5SSi2